# 1
A molecular structure, C4H5NO, computed with wB97M-V/def2-TZVPD.

Results
* total charge: 0
* spin multiplicity: 1
* HOMO-LUMO gap: 9.0 eV
* highest occupied orbital energy: -8.985 eV
* relative energy (zero: lowest compared OMol25 entry of this formula, charge and spin): 2.861 eV
* lowest unoccupied orbital energy: 0.0 eV
* E: -7763.6659 eV

Each line ends with the Mulliken charge.
Positions of all 11 atoms, in Å:
C  -1.72  0.02  0.15  -0.98
C  -0.27  -0.40  -0.05  0.74
C  0.68  0.56  -0.25  -0.41
C  1.97  0.03  -0.04  -0.15
N  2.00  -1.26  0.04  -0.30
O  0.22  -1.60  0.08  -0.44
H  -2.02  -0.16  1.19  0.27
H  -1.78  1.10  -0.02  0.29
H  -2.43  -0.49  -0.50  0.30
H  0.50  1.52  -0.69  0.32
H  2.85  0.68  0.08  0.37



# 2
A molecular structure, C19H15NNaO3, computed with wB97M-V/def2-TZVPD.

Results
* total charge: -1
* spin multiplicity: 1
* HOMO-LUMO gap: 6.0 eV
* highest occupied orbital energy: -3.668 eV
* lowest unoccupied orbital energy: 2.4 eV
* E: -31998.9041 eV

Each line ends with the Mulliken charge.
Positions of all 39 atoms, in Å:
Na  1.04  0.32  1.07  1.08
O  -0.89  -0.79  1.50  -0.33
C  -1.61  -0.82  2.66  0.80
C  -2.95  -1.19  2.62  -0.59
C  -3.69  -1.29  3.79  -0.54
C  -3.09  -1.03  5.01  -0.56
C  -1.77  -0.63  5.04  -0.53
C  -1.02  -0.50  3.89  0.07
C  0.41  0.07  4.04  0.37
O  0.82  0.21  5.18  -0.78
O  1.00  0.38  2.97  -0.77
H  -1.48  -1.02  0.78  0.20
H  -3.42  -1.41  1.67  0.31
H  -4.73  -1.58  3.74  0.36
H  -3.66  -1.14  5.92  0.37
H  -1.27  -0.40  5.97  0.45
C  -1.54  2.95  -3.14  -0.48
C  -0.31  2.63  -3.69  -0.60
C  0.56  1.80  -3.03  -0.23
C  0.24  1.24  -1.77  0.31
C  -1.01  1.60  -1.22  -0.46
C  -1.87  2.44  -1.89  -0.68
N  1.10  0.48  -1.07  -0.51
C  2.00  -0.30  -1.71  0.46
C  3.24  -0.59  -1.11  -0.52
C  4.14  -1.44  -1.70  -0.58
C  3.87  -2.03  -2.93  -0.50
C  2.65  -1.77  -3.53  -0.59
C  1.73  -0.93  -2.95  -0.16
H  -2.23  3.60  -3.66  0.35
H  -0.03  3.03  -4.65  0.34
H  1.54  1.59  -3.44  0.46
H  -1.27  1.21  -0.24  0.34
H  -2.83  2.69  -1.44  0.37
H  3.47  -0.11  -0.16  0.31
H  5.10  -1.62  -1.22  0.35
H  4.58  -2.69  -3.40  0.36
H  2.41  -2.23  -4.49  0.34
H  0.77  -0.76  -3.41  0.44



# 3
3 unconnected molecules or ions with the total composition C5H16N2O, computed with wB97M-V/def2-TZVPD.

Results
* total charge: 0
* spin multiplicity: 1
* HOMO-LUMO gap: 3.0 eV
* highest occupied orbital energy: -7.455 eV
* relative energy (zero: lowest compared OMol25 entry of this formula, charge and spin): 9.033 eV
* lowest unoccupied orbital energy: -4.4 eV
* E: -10463.4889 eV

Each line ends with the Mulliken charge.
Positions of all 24 atoms, in Å:
C  -1.18  -1.37  0.54  -0.71
N  -1.50  0.08  0.68  -0.55
C  0.20  0.58  -1.18  -1.31
C  -0.32  0.95  0.22  0.16
C  0.76  0.90  1.35  -0.81
N  1.63  -0.21  1.08  -0.04
C  2.97  -0.04  1.50  -0.80
H  -0.10  -1.51  0.56  0.29
H  -1.62  -1.76  -0.39  0.27
H  -1.53  -1.91  1.45  0.26
H  -2.21  0.22  -0.10  0.46
H  0.97  1.30  -1.42  0.39
H  0.63  -0.39  -1.02  0.38
H  -0.65  0.58  -1.85  0.31
H  -0.70  1.97  0.27  0.47
H  -1.36  -1.73  -3.45  0.20
H  1.36  1.79  1.55  0.57
H  0.11  0.77  2.23  0.33
H  3.63  -0.56  0.78  0.34
H  3.39  0.99  1.52  0.33
H  3.14  -0.50  2.50  0.33
H  -1.36  -1.03  -3.21  -0.21
H  -3.57  0.33  -1.92  0.15
O  -2.66  0.54  -1.68  -0.82



# 4
A molecular structure, C21H28ClN3O2STl, computed with wB97M-V/def2-TZVPD.

Results
* total charge: -1
* spin multiplicity: 1
* HOMO-LUMO gap: 6.4 eV
* highest occupied orbital energy: -3.968 eV
* lowest unoccupied orbital energy: 2.4 eV
* E: -58851.4262 eV

Each line ends with the Mulliken charge.
Positions of all 57 atoms, in Å:
Tl  -0.26  -0.28  -1.50  0.78
Cl  0.45  -1.81  -3.44  -0.68
N  -2.19  -0.79  0.69  -0.32
N  1.16  2.09  -0.43  -0.32
C  -1.85  -1.93  1.22  0.58
C  2.40  1.73  -0.23  0.59
C  -3.45  -1.00  -0.07  2.02
C  -3.59  -2.53  -0.08  -1.02
C  -3.44  -0.42  -1.48  -1.93
C  -4.54  -0.30  0.72  -1.52
H  -2.72  -0.93  -2.13  0.42
H  -3.23  0.66  -1.45  0.16
H  -4.43  -0.56  -1.93  0.49
H  -4.64  -0.79  1.70  0.40
H  -5.49  -0.36  0.18  0.43
H  -4.26  0.75  0.88  0.17
C  1.13  3.00  -1.60  2.03
C  2.55  2.85  -2.17  -1.02
C  0.84  4.39  -1.06  -1.53
C  0.06  2.67  -2.64  -1.94
H  0.26  1.71  -3.13  0.43
H  0.08  3.44  -3.42  0.49
H  -0.93  2.67  -2.18  0.14
H  1.67  4.69  -0.40  0.40
H  -0.09  4.36  -0.48  0.16
H  0.76  5.10  -1.88  0.44
O  3.26  2.00  -1.21  -0.41
H  3.07  3.82  -2.20  0.29
H  2.60  2.36  -3.14  0.37
O  -2.49  -3.02  0.77  -0.40
H  -3.46  -2.99  -1.06  0.36
H  -4.53  -2.85  0.39  0.29
C  -0.81  -2.09  2.29  -1.42
C  2.89  1.05  1.02  -1.41
C  2.42  -0.37  1.18  0.63
H  2.47  1.67  1.83  0.39
H  3.98  1.16  1.06  0.40
C  1.10  -0.61  1.62  -0.51
C  0.61  -1.91  1.81  0.61
H  0.46  0.24  1.87  0.27
C  1.45  -3.00  1.55  0.95
C  2.73  -2.74  1.06  -0.99
C  1.00  -4.41  1.79  -1.78
C  3.25  -1.46  0.93  0.96
H  3.36  -3.59  0.81  0.26
C  4.68  -1.29  0.51  -1.80
H  5.17  -2.27  0.45  0.41
H  5.29  -0.68  1.19  0.35
H  4.74  -0.82  -0.49  0.31
H  0.65  -4.61  2.82  0.34
H  1.84  -5.09  1.61  0.41
H  0.18  -4.67  1.11  0.30
H  -0.98  -3.05  2.80  0.42
H  -1.05  -1.29  3.00  0.39
S  -2.39  2.95  0.57  -0.30
C  -3.47  4.13  0.30  0.17
N  -4.26  5.00  0.10  -0.72



# 5
A gas-phase ion, CH2NO3S (charge -1), computed with wB97M-V/def2-TZVPD.

Results
* total charge: -1
* spin multiplicity: 1
* HOMO-LUMO gap: 7.8 eV
* highest occupied orbital energy: -3.863 eV
* relative energy (zero: lowest compared OMol25 entry of this formula, charge and spin): 1.833 eV
* lowest unoccupied orbital energy: 3.9 eV
* E: -19537.0694 eV

Each line ends with the Mulliken charge.
Positions of all 8 atoms, in Å:
C  0.17  1.42  0.86  0.66
N  -0.35  -1.85  0.54  -0.58
O  0.44  1.43  2.02  -0.52
O  -0.20  2.11  -0.06  -0.52
O  0.07  -0.05  -1.69  -0.51
S  0.70  -0.55  -0.11  0.02
H  -0.03  -2.65  0.03  0.14
H  -0.80  0.15  -1.59  0.32



# 6
A molecular structure, C9H6BrF6N2O5S2SbSe4Sn, computed with wB97M-V/def2-TZVPD.

Results
* total charge: 0
* spin multiplicity: 1
* HOMO-LUMO gap: 6.1 eV
* highest occupied orbital energy: -7.925 eV
* relative energy (zero: lowest compared OMol25 entry of this formula, charge and spin): 0.733 eV
* lowest unoccupied orbital energy: -1.8 eV
* E: -404418.6630 eV

Each line ends with the Mulliken charge.
Positions of all 37 atoms, in Å:
Sn  0.99  -0.97  0.88  0.93
C  0.01  1.65  -4.12  -1.50
C  0.11  0.33  -3.42  0.81
C  -0.80  -0.71  -3.65  -0.36
C  -0.69  -1.90  -2.96  -0.54
C  0.33  -1.99  -2.03  0.41
Br  0.44  -3.53  -0.90  -0.14
N  1.22  -1.05  -1.79  -0.56
C  1.10  0.09  -2.48  -0.37
H  0.77  1.73  -4.90  0.36
H  0.17  2.47  -3.41  0.34
H  -0.96  1.78  -4.58  0.39
H  -1.60  -0.57  -4.36  0.39
H  -1.39  -2.71  -3.10  0.46
H  1.84  0.86  -2.25  0.42
F  -1.54  3.64  1.61  -0.20
C  -0.22  3.70  1.45  0.68
F  0.06  4.22  0.26  -0.21
F  0.30  4.45  2.40  -0.19
S  0.53  1.98  1.58  1.02
O  1.23  1.70  0.34  -0.54
O  1.30  1.93  2.78  -0.62
N  -0.71  0.94  1.76  -0.58
S  -1.64  0.71  0.45  1.30
O  -1.55  -0.69  0.10  -0.50
O  -1.46  1.68  -0.59  -0.64
C  -3.39  0.95  1.09  0.57
F  -3.40  1.11  2.40  -0.21
F  -3.91  2.03  0.51  -0.18
F  -4.12  -0.11  0.76  -0.19
Se  5.51  -2.75  5.31  -0.25
Sb  3.76  -4.04  4.05  0.74
Se  2.38  -2.67  2.47  -0.30
Se  6.20  -4.15  3.42  -0.26
Se  2.80  -5.93  5.09  -0.46
O  -2.30  -1.91  3.17  -0.16
C  -1.37  -2.27  2.66  0.19